Record 1
Computed, not measured: a structure of composition C10H12N2O7S3V, with wB97M-V/def2-TZVPD.

ORCA input file:
```
! RIJCOSX wB97M-V def2-TZVPD def2/J DEFGRID3
* xyz -1 3
V -0.5768 -0.2807 -0.0070
O 4.6011 -0.1733 2.7231
C 4.8340 -0.4276 1.4463
O 5.9506 -0.5815 1.0097
C 3.6477 -0.5396 0.5576
C 3.6893 -0.8715 -0.7810
N 2.4267 -0.8664 -1.2313
N 1.5665 -0.5809 -0.2637
C 2.2751 -0.3754 0.8290
C 1.4590 -0.1690 2.0627
O 2.0079 -0.0494 3.1547
O 0.1926 -0.1974 1.8524
H 3.6251 -0.1062 2.9357
H 4.5343 -1.1069 -1.4039
H 2.0665 -1.1637 -2.1249
C -4.3579 2.4675 -0.1173
C -2.9870 1.8543 -0.2907
S -2.8170 0.2596 0.4240
C -1.9678 2.4800 -0.8984
C -2.0240 3.8712 -1.4785
S -0.3742 1.7424 -1.0419
H -5.1129 1.6826 -0.0879
H -4.6034 3.1496 -0.9300
H -4.4202 3.0201 0.8242
H -3.0371 4.2657 -1.5209
H -1.6053 3.8744 -2.4869
H -1.4208 4.5545 -0.8747
C -1.3588 -3.3251 0.5204
S -0.5467 -3.1654 -1.0542
O -1.2291 -4.0337 -1.9759
O 0.8595 -3.4325 -0.8295
O -0.7533 -1.7179 -1.4213
H -2.4326 -3.2767 0.3558
H -1.0343 -2.5037 1.1653
H -1.0767 -4.2776 0.9591
*
```

Computed properties:
HOMO (spin up / spin down) ... -0.1716 / -0.1703 Ha
E ... -3163.286724 Eh
Frontier orbital gap (spin up / spin down) ... 7.33 / 7.32 eV

These are the Löwdin partial charges, in e, on atoms 1 to 2:
1. V 0.467
2. O 0.121



Record 2
Computed, not measured: the ion C10H12N3 with charge +1 in a non-equilibrium geometry, with wB97M-V/def2-TZVPD.

ORCA input file:
```
! RIJCOSX wB97M-V def2-TZVPD def2/J DEFGRID3
* xyz 1 1
H 3.9064 0.7698 0.8470
N 3.2476 1.4697 0.4789
C 2.1589 0.9648 0.0475
C 1.3983 1.9619 -0.7058
C 0.0380 2.0960 -0.7715
N -0.9141 1.3464 -0.1119
N -2.1379 1.8395 0.1436
C -0.8355 0.0011 -0.0054
C -1.6879 -0.7924 0.8476
C -1.6285 -2.1644 0.7720
C -0.7547 -2.8187 -0.1051
C 0.2733 -2.1155 -0.7094
C 0.3547 -0.6000 -0.6116
C 1.5581 -0.3115 0.3383
H 2.0486 2.7379 -1.1448
H -0.3279 2.8165 -1.3915
H -2.7835 1.4635 -0.6478
H -2.4771 2.7384 0.5024
H -2.5202 -0.3450 1.4092
H -2.3748 -2.7008 1.3363
H -0.7765 -3.9682 -0.0943
H 1.0816 -2.5763 -1.1734
H 0.6381 -0.1118 -1.5134
H 2.3389 -1.0442 0.1885
H 1.0747 -0.4574 1.3370
*
```

Computed properties:
HOMO (spin up / spin down) ... -0.4603 / -0.4603 Ha
SMILES string ... [H]/N=C1/C=C[N+](N)=C2C=CC=C[C@@H]2C1
E ... -552.144258 Eh
Frontier orbital gap (spin up / spin down) ... 7.23 / 7.23 eV

These are the Löwdin partial charges, in e, on atoms 1 to 2:
1. H 0.086
2. N 0.192



Record 3
Computed, not measured: a cluster of 2 separate species, C10H12N3O2 in total in a non-equilibrium geometry, with wB97M-V/def2-TZVPD.

ORCA input file:
```
! RIJCOSX wB97M-V def2-TZVPD def2/J DEFGRID3
* xyz 1 1
C -2.3959 1.6353 0.3325
C -2.1629 1.4613 -1.0186
C -1.4250 2.0479 1.2289
C -0.8771 1.7496 -1.5632
C -0.1049 2.3440 0.7160
C 0.1185 2.1497 -0.6286
C 2.3684 2.4314 -0.5638
C 3.2985 -0.3709 0.5109
C 0.7716 -2.1577 1.1296
C 0.6407 -1.8884 -1.2217
N 2.3257 -0.8643 0.0259
N 3.4341 2.4286 -0.1031
N 1.0526 -1.2670 -0.0150
O 4.3253 0.1142 0.6433
O 1.3011 2.4615 -1.1880
H -3.4267 1.3817 0.7387
H -2.8966 1.2694 -1.7128
H -1.6426 2.1784 2.2101
H -0.6635 1.2668 -2.4165
H 0.8206 2.4151 1.4148
H 1.0920 -1.6055 1.9945
H -0.2530 -2.3962 1.1451
H 1.1683 -3.0726 0.9528
H 1.3606 -1.9876 -1.9700
H 0.3837 -3.0152 -1.1290
H -0.2477 -1.3412 -1.5580
H 4.2683 1.8749 0.1800
*
```

Computed properties:
HOMO ... -0.4451 Ha
E ... -702.560232 Eh
Frontier orbital gap ... 8.67 eV

These are the Löwdin partial charges, in e, on atoms 1 to 2:
1. C -0.068
2. C -0.028



Record 4
Computed, not measured: the ion C10H12N5 with charge +1 in a non-equilibrium geometry, with wB97M-V/def2-TZVPD.

ORCA input file:
```
! RIJCOSX wB97M-V def2-TZVPD def2/J DEFGRID3
* xyz 1 1
H 0.0183 -2.3425 -2.1382
N 0.8423 -1.8591 -1.8767
C 1.0463 -1.0882 -0.9154
N 0.2629 -0.7644 0.1735
C -1.1250 -0.6507 0.1557
C -1.6781 -0.1242 1.3045
C -3.0664 0.0987 1.2721
C -3.9368 -0.2106 0.2520
C -3.3705 -0.7927 -0.9462
C -2.0161 -0.9008 -0.9504
C 2.4534 -0.5501 -0.7366
C 2.9961 -1.4454 0.2749
N 3.3466 -2.1980 1.0656
N 2.5398 0.8560 -0.3239
N 2.0799 1.3635 0.7293
C 2.1420 2.7352 0.8104
H 0.6187 -0.0981 0.8968
H -1.0033 0.1178 2.0610
H -3.7102 0.5641 2.0969
H -4.9458 -0.4332 0.6254
H -4.0281 -1.0853 -1.8097
H -1.4994 -1.3805 -1.8537
H 2.8950 -0.6407 -1.7574
H 3.1083 1.5691 -0.9433
H 2.2990 3.0755 1.8103
H 2.5804 3.1821 -0.0513
H 1.1508 3.0026 0.7745
*
```

Computed properties:
HOMO ... -0.4257 Ha
SMILES string ... [H]/N=C(\Nc1ccccc1)[C@H](C#N)/[NH+]=N/C
E ... -661.613319 Eh
Frontier orbital gap ... 5.00 eV

These are the Löwdin partial charges, in e, on atoms 1 to 2:
1. H 0.060
2. N 0.216



Record 5
Computed, not measured: a cluster of 2 separate species, C10H12NO in total in a non-equilibrium geometry, with wB97M-V/def2-TZVPD.

ORCA input file:
```
! RIJCOSX wB97M-V def2-TZVPD def2/J DEFGRID3
* xyz 1 1
C -2.6473 1.0415 0.2294
C -2.6746 -0.1624 0.9955
C -2.1638 0.9484 -1.1028
C -1.8315 -1.1487 0.6555
C -1.3020 -0.0465 -1.4438
C -1.1071 -1.1062 -0.5505
C -0.0753 -2.0166 -0.7074
C 1.2991 1.3599 0.7190
C 1.8297 1.1044 -0.6776
C 2.7924 -0.8048 0.8032
N 1.6526 0.0088 0.2761
O 0.6184 -2.8680 -1.0833
H -3.2823 1.8400 0.3909
H -3.1340 -0.2112 2.0049
H -2.2485 1.8668 -1.6954
H -1.8773 -2.0825 1.1511
H -0.9947 -0.1712 -2.4960
H 1.9327 1.8736 1.3926
H 0.2765 1.5738 0.7618
H 1.1051 1.1070 -1.4580
H 2.8346 1.1096 -0.9329
H 3.1058 -0.5591 1.7874
H 2.2481 -1.8486 0.8335
H 3.6433 -0.8081 0.1468
*
```

Computed properties:
HOMO (spin up / spin down) ... -0.4542 / -0.4542 Ha
E ... -517.855862 Eh
Frontier orbital gap (spin up / spin down) ... 6.76 / 6.76 eV

These are the Löwdin partial charges, in e, on atoms 1 to 2:
1. C 0.030
2. C -0.017



In eV, the energy relative to the best compared isomer or geometry (same formula, charge and spin) values for the records above are, in order, 0.3256 2.4613 3.5476 4.4732 3.5191.